1.
C4H6OS in the gas phase at a distorted geometry, computed with ωB97M-V with the def2-TZVPD basis set.

XYZ file:
```
12
Properties=species:S:1:pos:R:3:nbo_charge:R:1
C 0.158 0.035 0.376 -0.43
C 1.377 0.010 -0.389 -0.19
C 2.608 -0.024 0.011 -0.35
C -0.519 1.365 0.369 0.45
H -2.200 -0.708 0.094 0.15
H 0.333 -0.194 1.363 0.22
H 1.169 -0.035 -1.355 0.20
H 3.409 0.018 -0.736 0.20
H 2.929 -0.307 0.975 0.19
H -0.254 1.933 1.366 0.12
O -1.366 1.689 -0.429 -0.50
S -1.013 -1.409 -0.030 -0.07
```

The structure (SMILES) is C=C[C@H](S)C=O. As for the lowest unoccupied orbital energy: 0.317 eV. Its net charge is 0. For the relative energy (zero: lowest compared OMol25 entry of this formula, charge and spin), the calculation gives 225.82 kJ/mol. The value obtained for the calculated total energy is -629.36116 Eh. For the frontier orbital gap, the calculation gives 0.35683 hartree. The value obtained for the HOMO energy is -9.39 eV. As for the molar mass: 102.16 g mol⁻¹.



2.
A molecular structure, C7H14LuO3 at a distorted geometry, computed with ωB97M-V with the def2-TZVPD basis set.

XYZ file:
```
25
Properties=species:S:1:pos:R:3:nbo_charge:R:1
C -0.335 -2.640 -0.207 -0.27
O -0.917 -1.372 0.046 -0.65
C -2.299 -1.289 -0.294 -0.10
C -2.879 0.060 0.086 -0.09
O -2.349 1.109 -0.670 -0.54
C -1.259 1.856 -0.066 -0.80
H -0.976 -3.437 0.196 0.22
H -0.248 -2.759 -1.294 0.21
H -2.842 -2.084 0.241 0.21
H -2.400 -1.450 -1.380 0.21
H -2.753 0.228 1.172 0.17
H -3.961 0.008 -0.111 0.23
H 1.384 2.284 -0.108 0.17
H -0.868 2.470 -0.897 0.23
H -1.668 2.527 0.716 0.20
C 2.265 1.913 -0.734 -0.70
C 3.197 0.941 -0.694 0.24
O 3.386 0.033 0.257 -0.47
C 2.512 0.105 1.424 -0.81
Lu 0.323 0.387 0.673 2.21
H 2.525 2.893 -1.124 0.27
H 3.892 0.795 -1.527 0.23
H 2.877 0.933 2.064 0.21
H 2.732 -0.822 1.976 0.21
H 0.661 -2.691 0.253 0.21
```

As for the lowest unoccupied orbital energy: -4.492 eV. Its net charge is +1. The value obtained for the calculated total energy is -1735.95030 Eh. For the frontier orbital gap, the calculation gives 0.26389 hartree. The value obtained for the HOMO energy is -11.67 eV. As for the molar mass: 321.15 g mol⁻¹.



3.
A molecular structure, C34H46N6PtSi3 at a distorted geometry, computed with ωB97M-V with the def2-TZVPD basis set.

XYZ file:
```
90
Properties=species:S:1:pos:R:3:mulliken_spin:R:1
Pt 0.019 0.008 0.051 0.16
C -5.762 -3.347 2.582 0.00
C -4.400 -2.835 2.214 0.00
C -3.237 -3.473 2.642 0.00
C -2.007 -2.919 2.378 0.00
C -1.834 -1.704 1.688 0.00
N -0.571 -1.160 1.588 -0.01
C 0.311 -1.415 2.623 0.01
C -0.147 -1.476 3.948 0.01
C 0.679 -1.751 5.013 0.00
C 2.039 -1.997 4.818 0.00
C 2.949 -2.267 5.979 0.00
C 2.525 -1.922 3.529 0.00
C 1.700 -1.632 2.433 0.01
N 2.312 -1.542 1.182 0.00
C 3.474 -2.136 0.811 0.00
C 3.796 -1.673 -0.448 0.00
C 2.785 -0.793 -0.788 0.03
N 1.887 -0.711 0.207 0.04
C -3.011 -1.139 1.114 -0.01
C -4.254 -1.714 1.424 0.00
N -3.006 -0.074 0.212 0.02
C -4.108 0.508 -0.334 0.01
C -3.692 1.337 -1.352 -0.02
C -2.312 1.236 -1.368 0.05
N -1.899 0.401 -0.403 0.00
H -5.681 -4.182 3.273 0.00
H -6.315 -3.677 1.702 0.00
H -6.341 -2.560 3.064 0.00
H -3.305 -4.408 3.175 0.00
H -1.123 -3.428 2.733 0.00
H -1.193 -1.284 4.135 0.00
H 0.276 -1.764 6.013 0.00
H 2.383 -2.303 6.907 0.00
H 3.697 -1.479 6.066 0.00
H 3.474 -3.214 5.857 0.00
H 3.584 -2.047 3.359 0.00
H 3.983 -2.848 1.425 0.00
H 4.636 -1.951 -1.048 0.00
H 2.697 -0.229 -1.696 -0.02
H -5.150 -1.276 1.021 0.00
H -5.102 0.349 0.024 0.00
H -4.301 1.929 -2.000 0.00
H -1.639 1.743 -2.027 0.00
C 0.276 1.764 4.427 0.02
Si 1.492 2.350 3.077 -0.03
C 3.042 1.226 3.103 0.01
C 2.224 4.016 3.697 0.04
C 0.629 2.539 1.388 0.70
Si -1.060 3.416 1.493 -0.02
C -2.407 2.299 2.278 0.03
C -0.983 4.943 2.654 0.03
C -1.763 4.166 -0.123 0.00
Si 1.774 2.987 -0.047 -0.15
C 1.912 4.887 -0.286 0.06
C 3.612 2.448 0.081 0.04
C 1.200 2.183 -1.677 0.34
C 1.527 2.732 -2.904 -0.20
C 1.252 2.074 -4.095 0.43
C 0.635 0.816 -4.016 -0.05
C 0.326 0.312 -2.783 0.19
N 0.584 0.968 -1.627 0.22
H 0.785 1.225 5.220 0.00
H -0.476 1.101 4.021 -0.01
H -0.242 2.602 4.880 0.00
H 3.006 0.534 3.937 0.00
H 3.946 1.818 3.202 0.00
H 3.137 0.649 2.196 0.00
H 2.733 3.870 4.645 0.00
H 1.468 4.774 3.850 0.00
H 2.947 4.414 2.994 0.00
H -2.632 2.619 3.289 0.01
H -2.087 1.264 2.334 -0.01
H -3.333 2.331 1.712 0.00
H -0.810 4.651 3.683 0.00
H -1.919 5.494 2.628 0.00
H -0.195 5.628 2.364 0.00
H -2.372 3.458 -0.668 0.00
H -0.977 4.501 -0.790 0.00
H -2.392 5.022 0.107 0.00
H 2.224 5.340 0.649 0.00
H 0.974 5.348 -0.570 -0.01
H 2.652 5.149 -1.036 0.00
H 4.098 2.921 0.927 0.00
H 4.157 2.731 -0.816 -0.01
H 3.720 1.376 0.193 0.00
H 2.013 3.694 -2.921 0.00
H 1.512 2.499 -5.051 0.04
H 0.411 0.252 -4.907 0.00
H -0.148 -0.659 -2.688 0.03
```

As for the lowest unoccupied orbital energy (alpha / beta): 0.385 / -0.831 eV. Its net charge is 0. The expectation value of S² is 2.02. The value obtained for the calculated total energy is -2639.53453 Eh. The spin multiplicity is 3. For the frontier orbital gap (alpha / beta), the calculation gives 0.16802 / 0.22379 hartree. The value obtained for the HOMO energy (alpha / beta) is -4.19 / -6.92 eV. As for the molar mass: 818.12 g mol⁻¹.



4.
A molecular structure, C43H56ClN3O4SiY at a distorted geometry, computed with ωB97M-V with the def2-TZVPD basis set.

XYZ file:
```
109
Properties=species:S:1:pos:R:3:mulliken_charge:R:1
Y 1.727 0.645 0.778 -0.87
C -3.523 -2.390 -4.440 -1.69
C -4.087 -1.829 -3.130 2.09
C -5.273 -0.892 -3.414 -1.73
C -4.600 -2.994 -2.279 -2.04
C -3.031 -1.011 -2.406 0.26
C -2.349 0.030 -3.039 -0.80
C -1.448 0.790 -2.314 -1.30
N -1.209 0.631 -1.024 1.37
C -1.859 -0.340 -0.406 -0.31
C -2.753 -1.186 -1.061 -0.79
C -1.762 -0.441 1.062 -0.34
C -2.972 -0.332 1.741 -0.54
C -3.017 -0.451 3.118 0.35
C -1.794 -0.658 3.752 -1.08
C -0.635 -0.743 3.001 -0.83
N -0.600 -0.641 1.677 0.82
C -4.321 -0.366 3.886 2.24
C -4.372 -1.490 4.928 -1.78
C -5.532 -0.530 2.960 -2.05
C -4.393 1.005 4.568 -1.45
H -4.269 -3.009 -4.936 0.48
H -2.647 -3.006 -4.249 0.34
H -3.233 -1.597 -5.123 0.30
H -6.058 -1.419 -3.953 0.46
H -4.964 -0.029 -3.999 0.34
H -5.690 -0.529 -2.475 0.36
H -5.332 -3.565 -2.846 0.46
H -5.087 -2.627 -1.377 0.36
H -3.789 -3.665 -2.007 0.39
H -2.499 0.260 -4.083 0.50
H -0.914 1.605 -2.785 0.33
H -3.207 -1.975 -0.487 0.86
H -3.853 -0.125 1.161 0.65
H -1.728 -0.736 4.823 0.41
H 0.315 -0.906 3.493 0.12
H -4.270 -2.455 4.434 0.39
H -5.320 -1.472 5.463 0.47
H -3.573 -1.395 5.656 0.33
H -5.424 -1.417 2.337 0.46
H -5.664 0.336 2.316 0.31
H -6.436 -0.644 3.556 0.46
H -3.584 1.125 5.284 0.34
H -5.344 1.117 5.087 0.51
H -4.304 1.793 3.823 0.02
N -0.021 -4.124 -5.058 -0.68
C 0.273 -3.484 -4.148 -0.09
C 0.616 -2.666 -3.062 0.26
C 0.635 -3.170 -1.761 -0.75
C 0.918 -2.328 -0.702 -0.75
C 1.220 -0.961 -0.859 2.39
C 1.241 -0.517 -2.199 -1.67
C 0.922 -1.319 -3.275 -0.04
H 0.413 -4.216 -1.589 0.47
H 0.898 -2.755 0.299 0.24
H 1.475 0.523 -2.408 -0.24
H 0.918 -0.918 -4.282 0.42
Cl -5.958 4.743 0.617 -0.26
C -4.331 4.139 0.715 0.50
C -3.792 3.852 1.958 -0.87
C -2.488 3.394 2.033 0.04
C -1.719 3.248 0.885 -0.11
C -2.283 3.543 -0.350 0.07
C -3.597 3.971 -0.448 -1.01
C -0.308 2.696 0.975 0.91
O 0.039 2.175 2.057 -0.78
O 0.431 2.748 -0.035 -0.78
H -4.391 3.999 2.845 0.53
H -2.046 3.138 2.983 0.50
H -1.672 3.422 -1.230 0.46
H -4.048 4.193 -1.406 0.45
C 3.132 -2.395 3.747 -0.23
O 3.428 -1.163 4.398 -0.19
C 3.029 0.040 3.878 -1.67
O 2.374 -0.015 2.792 1.44
H 2.596 -3.047 4.445 0.24
H 4.062 -2.877 3.442 0.26
H 2.525 -2.193 2.858 -0.15
C 5.744 1.043 1.456 -1.46
Si 4.443 0.834 0.022 1.48
C 5.162 -0.834 -0.844 2.48
C 6.687 -0.955 -0.819 -2.05
C 4.725 -1.007 -2.297 -1.71
C 4.600 -2.015 -0.049 -1.98
C 4.748 2.455 -1.087 2.12
C 4.276 3.640 -0.242 -1.92
C 6.207 2.704 -1.463 -2.04
C 3.904 2.433 -2.361 -1.55
H 6.760 1.198 1.097 0.37
H 5.748 0.160 2.091 0.35
H 5.482 1.878 2.099 0.38
H 7.154 -0.124 -1.340 0.30
H 6.996 -1.881 -1.310 0.54
H 7.055 -0.980 0.201 0.36
H 5.272 -0.335 -2.956 0.38
H 3.660 -0.824 -2.403 0.08
H 4.926 -2.028 -2.633 0.57
H 4.894 -1.947 0.995 0.31
H 4.977 -2.959 -0.447 0.54
H 3.512 -2.040 -0.097 0.28
H 4.888 3.733 0.652 0.36
H 3.235 3.510 0.065 0.25
H 4.354 4.569 -0.808 0.47
H 6.807 2.832 -0.565 0.36
H 6.293 3.614 -2.062 0.51
H 6.614 1.879 -2.043 0.32
H 2.852 2.303 -2.107 0.03
H 4.201 1.624 -3.023 0.26
H 4.005 3.375 -2.907 0.57
```

As for the lowest unoccupied orbital energy: 1.927 eV. Its net charge is -1. For the relative energy (zero: lowest compared OMol25 entry of this formula, charge and spin), the calculation gives 160.32 kJ/mol. The value obtained for the calculated total energy is -2925.52876 Eh. For the frontier orbital gap, the calculation gives 0.23997 hartree. The value obtained for the HOMO energy is -4.60 eV. As for the molar mass: 831.38 g mol⁻¹.



5.
A gas-phase ion, C5H12NO (charge +1) at a distorted geometry, computed with ωB97M-V with the def2-TZVPD basis set.

XYZ file:
```
19
Properties=species:S:1:pos:R:3:nbo_charge:R:1
C 1.014 0.085 0.401 -0.23
C -0.120 -0.147 -0.629 0.04
C 1.105 -1.165 -0.362 0.11
C 1.971 1.284 0.163 -0.57
C -2.359 0.581 0.254 -0.49
N -1.401 -0.585 -0.131 -0.78
O 0.768 -2.386 0.270 -0.52
H 0.773 -0.096 1.421 0.26
H -0.223 0.496 -1.451 0.26
H 1.768 -1.189 -1.250 0.25
H 1.316 2.076 0.201 0.23
H 2.329 1.198 -0.929 0.22
H 2.775 1.385 0.774 0.25
H -2.556 1.131 -0.760 0.24
H -3.307 0.132 0.518 0.26
H -2.015 1.310 1.154 0.26
H -1.958 -1.110 -0.817 0.30
H -1.272 -1.198 0.691 0.40
H 1.310 -3.057 -0.037 0.50
```

As for the lowest unoccupied orbital energy (alpha / beta): -2.820 / -9.046 eV. Its net charge is +1. The expectation value of S² is 2.01. For the relative energy (zero: lowest compared OMol25 entry of this formula, charge and spin), the calculation gives 417.85 kJ/mol. The value obtained for the calculated total energy is -327.13713 Eh. The spin multiplicity is 3. For the frontier orbital gap (alpha / beta), the calculation gives 0.16510 / 0.27269 hartree. The value obtained for the HOMO energy (alpha / beta) is -7.31 / -16.47 eV. As for the molar mass: 102.16 g mol⁻¹.



Look up the calculated total energy of the third one.
-2639.53453 Eh



The lowest net charge belongs to which entry?
C43H56ClN3O4SiY